## A
This record from OMol25 describes C11H17NOS in the gas phase. The level of theory is wB97M-V/def2-TZVPD.

Each line ends with the natural charge from an NBO analysis.
CARTESIAN COORDINATES (ANGSTROEM)
C 2.96 0.96 0.13  -0.170
C -0.16 -0.96 -0.75  -0.310
C -1.47 -0.99 -0.39  -0.010
C 2.76 -1.79 1.21  -0.460
C 3.71 -1.60 0.29  -0.379
C 0.82 0.05 -0.55  0.305
C 3.31 2.36 0.72  -0.619
C -2.35 -2.13 -0.70  -0.669
C -2.22 1.84 -1.26  -0.644
C -2.95 1.03 -0.17  -0.431
C -1.93 0.17 0.58  0.096
N 1.73 0.65 -0.09  -0.262
O -2.48 -0.45 1.74  -0.704
S 4.11 -0.13 -0.54  0.323
H 0.20 -1.57 -1.58  0.247
H 2.77 -2.72 1.87  0.203
H 1.76 -1.39 1.35  0.217
H 4.49 -2.33 0.07  0.222
H 3.92 2.17 1.68  0.217
H 2.44 2.85 1.06  0.218
H 3.84 3.03 0.07  0.215
H -2.73 -2.21 -1.80  0.226
H -3.25 -2.13 -0.03  0.209
H -1.93 -3.18 -0.71  0.241
H -2.54 2.89 -1.12  0.216
H -2.22 1.76 -2.38  0.235
H -1.12 1.91 -0.97  0.204
H -3.47 1.71 0.57  0.220
H -3.62 0.31 -0.63  0.204
H -1.10 0.73 0.83  0.180
H -3.29 -0.84 1.53  0.461

Output
- E_HOMO (spin up / spin down) (eV) = -6.65 / -6.65
- Kohn-Sham gap (spin up / spin down) (eV) = 7.3193 / 7.3200


## B
This record from OMol25 describes 2 unconnected molecules or ions with the total composition C11H17NOS. The level of theory is wB97M-V/def2-TZVPD.

Each line ends with the natural charge from an NBO analysis.
CARTESIAN COORDINATES (ANGSTROEM)
C -3.45 0.72 0.99  -0.739
S -2.00 1.14 2.01  0.191
C -0.84 1.73 0.81  -0.044
C -0.03 2.81 1.16  -0.312
C 0.94 3.23 0.27  -0.175
C 1.12 2.60 -0.94  -0.283
C 0.31 1.52 -1.30  0.193
N 0.44 0.91 -2.53  -0.800
C -0.68 1.10 -0.41  -0.325
H -4.28 0.64 1.68  0.230
H -3.62 1.52 0.28  0.224
H -3.28 -0.23 0.49  0.235
H -0.17 3.28 2.12  0.220
H 1.57 4.07 0.54  0.213
H 1.89 2.93 -1.62  0.206
H 1.34 1.00 -2.97  0.379
H 0.04 -0.01 -2.60  0.380
H -1.29 0.25 -0.67  0.227
C 1.25 -0.92 1.21  -0.403
C 0.93 -2.00 0.52  -0.015
C 1.92 -2.72 -0.34  -0.637
C -0.44 -2.64 0.56  -0.091
O -1.52 -1.77 0.82  -0.735
H 2.24 -0.49 1.16  0.200
H 0.56 -0.39 1.85  0.192
H 1.55 -2.82 -1.36  0.207
H 2.10 -3.72 0.05  0.216
H 2.87 -2.19 -0.36  0.218
H -0.66 -3.09 -0.41  0.177
H -0.42 -3.45 1.31  0.172
H -1.35 -1.27 1.63  0.479

Output
- E_HOMO (eV) = -7.91
- Kohn-Sham gap (eV) = 8.6953
- SMILES string = CSc1cccc(N)c1.C=C(C)CO


Verdict on stability: A comes out at the bottom.


## A
This record from OMol25 describes 2 unconnected molecules or ions with the total composition C4H7INO. The level of theory is wB97M-V/def2-TZVPD.

Each line ends with the natural charge from an NBO analysis.
CARTESIAN COORDINATES (ANGSTROEM)
C 1.28 0.25 0.08  0.609
C 0.19 -0.80 -0.09  -0.498
C -1.04 -0.28 0.74  -0.409
C -0.60 1.15 1.07  -0.250
N 0.76 1.22 0.77  -0.360
O 2.46 0.17 -0.43  -0.639
I 1.13 3.86 3.79  0.613
H -0.03 -0.74 -1.24  0.248
H 0.50 -1.86 -0.05  0.254
H -1.86 -0.38 0.07  0.241
H -1.21 -0.93 1.75  0.236
H -1.18 1.82 0.30  0.217
H -0.79 1.59 1.99  0.206
H 3.03 -0.56 -0.41  0.531

Output
- E_HOMO (spin up / spin down) (eV) = -13.15 / -12.99
- Kohn-Sham gap (spin up / spin down) (eV) = 3.7129 / 3.4710
- charge = +1


## B
This record from OMol25 describes 2 unconnected molecules or ions with the total composition C4H7INO. The level of theory is wB97M-V/def2-TZVPD.

Each line ends with the natural charge from an NBO analysis.
CARTESIAN COORDINATES (ANGSTROEM)
C -0.85 -2.42 -0.56  0.571
C -0.94 -0.33 -0.14  0.045
C -0.05 1.83 0.21  -0.462
C 1.41 -0.19 0.28  -0.415
N 0.09 0.39 0.19  -0.368
O -0.73 -3.10 0.40  -0.358
I -2.85 0.48 -0.41  0.317
H -0.74 -2.49 -1.60  0.205
H -0.99 2.12 0.68  0.246
H -0.09 2.10 -0.80  0.235
H 0.54 2.40 0.88  0.258
H 1.76 0.11 1.27  0.243
H 1.93 0.46 -0.47  0.235
H 1.50 -1.35 0.06  0.248

Output
- E_HOMO (eV) = -13.82
- Kohn-Sham gap (eV) = 9.2992
- charge = +1


## C
This record from OMol25 describes a molecular structure, C4H7INO. The level of theory is wB97M-V/def2-TZVPD.

Each line ends with the natural charge from an NBO analysis.
CARTESIAN COORDINATES (ANGSTROEM)
C -0.38 1.44 0.43  0.567
C 0.51 0.52 1.07  -0.577
C -0.45 0.84 -0.95  -0.549
C 0.45 -0.27 -0.29  0.056
N -0.27 -1.51 -0.14  -0.729
O -0.88 2.39 0.90  -0.429
I 2.37 -0.83 -1.29  0.203
H 1.36 1.08 1.44  0.305
H 0.15 -0.05 1.92  0.250
H -1.44 0.41 -1.02  0.231
H -0.12 1.51 -1.74  0.297
H 0.14 -2.04 0.63  0.456
H -0.14 -1.99 -1.05  0.469
H -1.30 -1.49 0.06  0.449

Output
- E_HOMO (eV) = -13.88
- Kohn-Sham gap (eV) = 9.2623
- charge = +1


Verdict on stability: A comes out at the bottom.


## A
This record from OMol25 describes C4H6S in the gas phase. The level of theory is wB97M-V/def2-TZVPD.

Each line ends with the natural charge from an NBO analysis.
CARTESIAN COORDINATES (ANGSTROEM)
S 2.63 0.02 -0.10  0.131
C 1.14 0.02 0.19  -0.117
C 0.12 -1.06 0.16  -0.482
C -0.99 -0.05 -0.28  -0.393
C 0.01 1.10 0.13  -0.462
H 0.20 -1.82 -0.61  0.229
H 0.05 -1.36 1.21  0.233
H -1.11 -0.12 -1.34  0.201
H -1.95 -0.10 0.23  0.209
H -0.25 1.55 1.08  0.227
H 0.16 1.83 -0.66  0.225

Output
- E_HOMO (eV) = -8.43
- Kohn-Sham gap (eV) = 8.6946
- SMILES string = S=C1CCC1


## B
This record from OMol25 describes 2 unconnected molecules or ions with the total composition C4H6S. The level of theory is wB97M-V/def2-TZVPD.

Each line ends with the natural charge from an NBO analysis.
CARTESIAN COORDINATES (ANGSTROEM)
C -0.04 -0.60 -0.47  -0.136
C -0.11 0.24 0.55  -0.225
C 1.90 -1.01 -1.17  -0.296
C -1.39 0.99 0.99  -0.649
S 2.02 -2.33 -2.04  0.091
H -0.61 -1.12 -1.15  0.197
H 0.67 0.69 0.97  0.194
H 2.60 -0.29 -1.00  0.162
H -1.13 1.61 1.87  0.214
H -1.77 1.64 0.18  0.225
H -2.14 0.17 1.27  0.223

Output
- E_HOMO (eV) = -8.16
- Kohn-Sham gap (eV) = 8.0628


Verdict on stability: B comes out at the bottom.


## A
This record from OMol25 describes C4H6S in the gas phase. The level of theory is wB97M-V/def2-TZVPD.

Each line ends with the natural charge from an NBO analysis.
CARTESIAN COORDINATES (ANGSTROEM)
S 2.85 0.00 -0.05  -0.003
C 1.13 -0.21 -0.20  0.002
C 0.07 1.10 -0.03  -0.488
C -1.02 -0.02 -0.08  -0.419
C 0.11 -1.21 -0.05  -0.544
H 0.37 2.09 0.81  0.241
H -0.08 1.77 -0.85  0.221
H -1.56 -0.15 1.11  0.202
H -2.02 0.37 -0.88  0.249
H -0.03 -2.09 -0.82  0.264
H 0.18 -1.66 1.03  0.274

Output
- E_HOMO (eV) = -8.52
- Kohn-Sham gap (eV) = 7.8123
- SMILES string = S=C1CCC1


## B
This record from OMol25 describes a molecular structure, C4H6S. The level of theory is wB97M-V/def2-TZVPD.

Each line ends with the natural charge from an NBO analysis.
CARTESIAN COORDINATES (ANGSTROEM)
C 1.94 -0.20 -0.01  -0.666
C 0.40 0.09 0.09  -0.148
C -0.74 -0.36 -0.10  -0.275
C -2.02 0.47 0.03  -0.319
H 1.92 -1.00 1.27  0.228
H 1.73 -1.06 -0.75  0.241
H 2.72 0.95 -0.21  0.291
H 0.18 1.10 0.23  0.169
H -0.88 -1.27 -0.39  0.181
H -1.83 1.53 -0.21  0.192
S -3.41 -0.24 0.04  0.105

Output
- E_HOMO (eV) = -8.67
- Kohn-Sham gap (eV) = 8.4980


Verdict on stability: B comes out at the bottom.


## A
This record from OMol25 describes 2 unconnected molecules or ions with the total composition C4H6S. The level of theory is wB97M-V/def2-TZVPD.

Each line ends with the natural charge from an NBO analysis.
CARTESIAN COORDINATES (ANGSTROEM)
C -0.53 -1.38 1.63  -0.504
C -1.13 -0.54 0.79  0.077
C -1.84 -0.04 -0.17  -0.477
H -1.09 -2.29 2.01  0.221
H 0.33 -1.24 2.21  0.216
H -1.70 -0.38 -1.16  0.223
H -2.72 0.56 0.05  0.232
C 0.70 0.49 -1.56  -0.462
S 0.05 1.95 -1.78  0.085
H 0.67 0.01 -0.58  0.198
H 1.34 0.05 -2.31  0.191

Output
- E_HOMO (eV) = -8.77
- Kohn-Sham gap (eV) = 8.3645
- SMILES string = C=C=C.C=S


## B
This record from OMol25 describes C4H6S in the gas phase. The level of theory is wB97M-V/def2-TZVPD.

Each line ends with the natural charge from an NBO analysis.
CARTESIAN COORDINATES (ANGSTROEM)
C -0.53 0.46 -0.14  -0.176
C -1.60 1.21 0.03  -0.444
C 0.26 -0.27 0.90  -0.353
C 1.39 -1.00 -0.73  -0.511
S 0.29 0.11 -1.67  0.235
H -2.10 1.69 -0.79  0.208
H -2.04 1.35 1.01  0.204
H 0.92 0.32 1.53  0.217
H -0.19 -1.11 1.40  0.215
H 2.42 -0.70 -0.69  0.204
H 1.17 -2.05 -0.84  0.202

Output
- E_HOMO (eV) = -8.27
- Kohn-Sham gap (eV) = 8.7580


Verdict on stability: A comes out at the bottom.


## A
This record from OMol25 describes CH3ClOS2 in the gas phase. The level of theory is wB97M-V/def2-TZVPD.

Each line ends with the natural charge from an NBO analysis.
CARTESIAN COORDINATES (ANGSTROEM)
C -0.46 -1.35 -0.07  -0.719
O -0.52 2.15 0.62  -0.879
S 0.97 -0.44 0.65  -0.033
S 0.84 1.73 0.74  1.216
Cl 1.46 2.23 -1.26  -0.300
H -0.71 -2.10 0.63  0.241
H -1.34 -0.67 -0.27  0.249
H -0.25 -1.55 -1.04  0.226

Output
- E_HOMO (eV) = -9.75
- Kohn-Sham gap (eV) = 9.2754


## B
This record from OMol25 describes 2 unconnected molecules or ions with the total composition CH3ClOS2. The level of theory is wB97M-V/def2-TZVPD.

Each line ends with the natural charge from an NBO analysis.
CARTESIAN COORDINATES (ANGSTROEM)
C 1.21 1.27 0.77  -0.870
O -2.78 -1.06 -1.09  -0.765
S 0.19 0.01 0.08  0.113
S -1.82 -1.86 -1.83  1.008
Cl -1.14 -3.29 -0.51  -0.239
H 1.18 2.33 0.25  0.260
H 0.87 1.48 1.85  0.238
H 2.30 1.12 0.49  0.255

Output
- E_HOMO (spin up / spin down) (eV) = -9.33 / -8.78
- Kohn-Sham gap (spin up / spin down) (eV) = 7.9225 / 6.8642


Verdict on stability: B comes out at the bottom.